## 1
A structure of composition C51H48IrN8O4S. Source: the OMol25 dataset; level of theory: the ωB97M-V functional and the def2-TZVPD basis.

Each line ends with the Mulliken charge.
Geometry (Å):
Ir (-0.086, 0.282, 0.227)  1.000
C (-3.441, -3.240, 3.240)  -0.517
O (-2.268, -4.027, 3.416)  -0.328
C (-2.208, -5.155, 2.624)  0.734
C (-2.409, -6.385, 3.233)  -0.631
C (-2.374, -7.555, 2.499)  -0.556
C (-2.140, -7.497, 1.133)  -0.722
C (-1.917, -6.278, 0.523)  -0.970
C (-1.926, -5.090, 1.255)  0.276
N (-1.735, -3.890, 0.520)  0.409
C (-1.036, -2.748, 0.770)  0.092
N (-0.421, -2.644, 1.952)  -0.038
C (0.468, -1.702, 2.470)  -0.347
C (0.710, -0.438, 1.939)  -1.259
C (1.642, 0.370, 2.606)  0.157
C (2.285, -0.046, 3.755)  -1.128
C (2.067, -1.322, 4.254)  -0.821
C (1.172, -2.158, 3.617)  1.818
O (0.893, -3.434, 3.991)  -0.430
C (1.907, -4.237, 4.584)  -0.899
N (-0.922, -1.832, -0.170)  0.265
C (-1.552, -1.998, -1.426)  -0.755
C (-0.772, -2.133, -2.569)  -0.456
C (-1.349, -2.197, -3.827)  -1.002
C (-2.726, -2.145, -3.953)  -1.029
C (-3.528, -2.041, -2.827)  -0.776
C (-2.957, -1.973, -1.564)  0.823
O (-3.665, -1.882, -0.404)  0.362
C (-5.082, -1.915, -0.477)  -1.401
H (-3.362, -2.422, 3.953)  0.276
H (-4.337, -3.827, 3.457)  0.326
H (-3.507, -2.836, 2.224)  0.024
H (-2.613, -6.395, 4.295)  0.480
H (-2.552, -8.504, 2.984)  0.433
H (-2.131, -8.401, 0.541)  0.422
H (-1.724, -6.235, -0.542)  0.510
H (-1.992, -3.987, -0.452)  0.316
H (-0.629, -3.374, 2.624)  0.209
H (1.862, 1.353, 2.205)  0.498
H (2.967, 0.619, 4.268)  0.495
H (2.593, -1.646, 5.140)  0.309
H (1.394, -5.089, 5.021)  0.227
H (2.465, -3.714, 5.358)  0.341
H (2.600, -4.585, 3.812)  0.363
H (0.300, -2.214, -2.452)  0.698
H (-0.723, -2.297, -4.703)  0.473
H (-3.187, -2.201, -4.929)  0.457
H (-4.602, -2.018, -2.939)  0.526
H (-5.434, -1.853, 0.551)  0.259
H (-5.438, -2.849, -0.916)  0.453
H (-5.474, -1.068, -1.047)  0.442
C (-2.078, 1.990, -3.336)  -1.184
C (-1.153, 1.710, -4.331)  -1.257
C (0.022, 1.067, -3.991)  -0.715
C (0.253, 0.714, -2.665)  1.272
N (-0.656, 0.983, -1.708)  0.777
C (-1.785, 1.604, -2.044)  -0.423
C (1.472, 0.026, -2.217)  -0.003
C (2.514, -0.296, -3.081)  -0.556
C (3.620, -0.977, -2.610)  -0.977
C (3.664, -1.325, -1.268)  -0.967
C (2.607, -0.967, -0.458)  -0.074
N (1.536, -0.310, -0.906)  0.844
H (-3.005, 2.497, -3.559)  0.603
H (-1.344, 1.990, -5.357)  0.517
H (0.748, 0.840, -4.756)  0.547
H (-2.482, 1.806, -1.242)  0.466
H (2.460, -0.021, -4.122)  0.516
H (4.431, -1.234, -3.275)  0.506
H (4.505, -1.861, -0.855)  0.519
H (2.615, -1.213, 0.595)  0.252
C (4.890, 6.731, 2.344)  -1.832
C (3.538, 6.155, 2.589)  0.136
C (3.221, 5.535, 3.771)  -0.893
C (1.991, 4.927, 3.984)  -0.349
C (0.976, 5.041, 3.009)  0.104
N (-0.282, 4.452, 3.181)  -0.143
C (-0.911, 4.102, 4.344)  0.220
O (-0.522, 4.286, 5.470)  -0.616
N (-2.145, 3.500, 4.088)  -0.031
C (-2.443, 2.602, 3.072)  0.217
C (-3.751, 2.153, 2.868)  -0.804
C (-3.978, 1.200, 1.891)  -1.381
C (-2.910, 0.694, 1.160)  0.008
N (-1.658, 1.126, 1.342)  0.032
C (-1.437, 2.066, 2.263)  -0.158
C (1.224, 5.682, 1.831)  -0.723
C (2.579, 6.126, 1.467)  0.738
H (5.213, 7.332, 3.194)  0.540
H (4.908, 7.336, 1.439)  0.333
H (5.629, 5.931, 2.233)  0.362
H (3.960, 5.505, 4.562)  0.475
H (1.799, 4.421, 4.917)  0.579
H (-0.860, 4.461, 2.354)  0.367
H (-2.776, 3.528, 4.875)  0.321
H (-4.565, 2.541, 3.466)  0.484
H (-4.976, 0.837, 1.699)  0.617
H (-3.052, -0.095, 0.437)  0.270
H (-0.407, 2.368, 2.393)  0.949
H (0.433, 5.873, 1.117)  0.437
H (2.543, 7.097, 0.973)  0.810
S (-0.241, 2.798, -0.748)  -0.034
C (1.155, 3.843, -0.780)  1.244
C (1.333, 4.620, -1.950)  -0.784
C (2.390, 5.524, -2.043)  -0.760
C (3.234, 5.727, -0.998)  -1.263
C (3.069, 5.039, 0.291)  0.880
C (2.027, 3.974, 0.279)  -1.712
H (0.647, 4.481, -2.772)  0.575
H (2.526, 6.084, -2.958)  0.426
H (4.049, 6.436, -1.067)  0.480
H (4.034, 4.634, 0.608)  0.428
H (1.973, 3.309, 1.128)  0.380

total charge	+2
expectation value of S²	0.8057
multiplicity	2


## 2
A structure of composition C51H48IrN8O4S. Source: the OMol25 dataset; level of theory: the ωB97M-V functional and the def2-TZVPD basis.

Each line ends with the Mulliken charge.
Geometry (Å):
Ir (-1.208, -0.650, -0.432)  1.718
C (3.836, -2.292, 2.079)  -0.657
O (3.442, -1.058, 2.682)  -0.287
C (4.238, 0.005, 2.326)  0.322
C (5.286, 0.373, 3.160)  -0.630
C (6.122, 1.422, 2.825)  -0.644
C (5.913, 2.117, 1.640)  -0.953
C (4.854, 1.775, 0.821)  -0.900
C (3.996, 0.726, 1.155)  0.473
N (2.963, 0.419, 0.226)  0.926
C (1.636, 0.210, 0.448)  -0.696
N (1.226, 0.290, 1.706)  0.943
C (-0.068, 0.281, 2.246)  0.116
C (-1.224, -0.033, 1.545)  0.489
C (-2.420, 0.183, 2.247)  0.094
C (-2.459, 0.603, 3.561)  -2.093
C (-1.288, 0.848, 4.266)  0.018
C (-0.091, 0.701, 3.597)  0.340
O (1.130, 0.957, 4.134)  -0.588
C (1.196, 1.275, 5.520)  -0.963
N (0.809, 0.027, -0.585)  0.608
C (1.504, -0.156, -1.835)  -2.048
C (1.540, 0.836, -2.805)  0.537
C (2.175, 0.662, -4.029)  -1.412
C (2.826, -0.531, -4.285)  -1.035
C (2.852, -1.532, -3.320)  -0.444
C (2.202, -1.355, -2.103)  0.443
O (2.197, -2.290, -1.128)  0.210
C (2.783, -3.560, -1.392)  -1.348
H (3.183, -3.059, 2.487)  0.298
H (4.873, -2.525, 2.332)  0.382
H (3.722, -2.241, 0.995)  0.055
H (5.434, -0.202, 4.065)  0.528
H (6.938, 1.694, 3.480)  0.462
H (6.565, 2.932, 1.361)  0.452
H (4.678, 2.325, -0.096)  0.406
H (3.211, 0.576, -0.739)  0.609
H (1.945, 0.397, 2.409)  0.191
H (-3.376, 0.040, 1.770)  0.236
H (-3.414, 0.749, 4.048)  0.476
H (-1.319, 1.175, 5.294)  0.499
H (2.252, 1.364, 5.757)  0.378
H (0.751, 0.480, 6.120)  0.332
H (0.693, 2.222, 5.724)  0.481
H (1.087, 1.794, -2.609)  0.595
H (2.162, 1.468, -4.749)  0.571
H (3.341, -0.685, -5.223)  0.487
H (3.388, -2.447, -3.520)  0.571
H (2.581, -4.167, -0.513)  0.267
H (3.862, -3.473, -1.533)  0.407
H (2.329, -4.027, -2.268)  0.469
C (-1.252, -1.384, -4.937)  -1.081
C (-2.605, -1.292, -5.199)  -1.019
C (-3.473, -1.153, -4.128)  -0.827
C (-2.958, -1.055, -2.844)  0.479
N (-1.629, -1.053, -2.597)  0.406
C (-0.809, -1.265, -3.630)  -0.271
C (-3.827, -1.195, -1.655)  0.851
C (-5.211, -1.250, -1.721)  -0.839
C (-5.926, -1.607, -0.591)  -0.933
C (-5.241, -1.951, 0.563)  -1.483
C (-3.865, -1.837, 0.572)  -0.672
N (-3.173, -1.417, -0.493)  0.796
H (-0.529, -1.549, -5.723)  0.586
H (-2.986, -1.362, -6.208)  0.463
H (-4.538, -1.162, -4.296)  0.494
H (0.240, -1.330, -3.411)  0.532
H (-5.724, -1.029, -2.643)  0.563
H (-7.006, -1.650, -0.624)  0.519
H (-5.753, -2.289, 1.452)  0.561
H (-3.279, -2.102, 1.440)  0.888
C (-0.004, 2.873, 4.065)  -0.723
C (0.292, 3.182, 2.625)  0.527
C (1.429, 2.682, 1.999)  -0.060
C (1.683, 2.944, 0.665)  0.460
C (0.804, 3.726, -0.081)  -0.169
N (1.137, 3.897, -1.448)  0.092
C (0.450, 4.347, -2.547)  0.273
O (1.023, 4.681, -3.558)  -0.637
N (-0.953, 4.349, -2.489)  0.015
C (-1.770, 3.375, -1.919)  -0.046
C (-3.132, 3.616, -1.775)  -0.673
C (-3.902, 2.699, -1.090)  -1.566
C (-3.316, 1.559, -0.580)  0.160
N (-2.016, 1.280, -0.765)  0.385
C (-1.273, 2.174, -1.425)  1.146
C (-0.320, 4.262, 0.535)  -0.133
C (-0.562, 3.982, 1.871)  -1.102
H (0.889, 2.527, 4.583)  0.045
H (-0.765, 2.093, 4.147)  0.042
H (-0.377, 3.753, 4.589)  0.728
H (2.131, 2.077, 2.561)  0.412
H (2.574, 2.539, 0.197)  -0.529
H (2.125, 3.835, -1.649)  0.221
H (-1.343, 4.884, -3.252)  0.318
H (-3.566, 4.535, -2.151)  0.542
H (-4.950, 2.884, -0.906)  0.573
H (-3.889, 0.873, 0.021)  0.111
H (-0.222, 1.955, -1.435)  -1.314
H (-0.983, 4.927, 0.001)  0.685
H (-1.437, 4.416, 2.341)  0.486
S (-0.330, -2.604, 0.285)  -0.368
C (-1.187, -4.033, -0.180)  1.362
C (-0.925, -5.157, 0.623)  -0.855
C (-1.536, -6.366, 0.349)  -0.794
C (-2.404, -6.473, -0.732)  -0.551
C (-2.649, -5.370, -1.546)  -0.724
C (-2.046, -4.157, -1.279)  -0.160
H (-0.253, -5.058, 1.466)  0.554
H (-1.339, -7.225, 0.975)  0.445
H (-2.883, -7.418, -0.948)  0.424
H (-3.308, -5.467, -2.398)  0.496
H (-2.208, -3.311, -1.934)  0.201

total charge	+2
expectation value of S²	0.7693
multiplicity	2


Ranked by calculated energy, most stable first: 1, 2.


## 1
A cluster of 2 separate species, C3H9O2 in total. Source: the OMol25 dataset; level of theory: the ωB97M-V functional and the def2-TZVPD basis.

Each line ends with the Mulliken charge.
Geometry (Å):
C (1.198, -0.359, 0.291)  0.635
O (1.246, -0.393, 1.602)  -0.851
C (0.768, 0.996, -0.337)  -0.508
C (-0.466, 1.517, 0.391)  -0.932
H (0.382, -1.058, -0.153)  -0.811
H (2.136, -0.629, -0.241)  0.256
H (0.607, 0.939, -1.417)  0.290
H (1.614, 1.684, -0.186)  0.287
H (-0.939, 2.364, -0.109)  0.331
H (-0.216, 1.574, 1.445)  0.280
H (-1.204, 0.722, 0.327)  0.140
H (-1.004, -2.431, -0.825)  0.288
H (-2.238, -2.111, -0.113)  0.332
O (-1.885, -2.814, -0.673)  -0.737

total charge	-1


## 2
A cluster of 2 separate species, C3H9O2 in total. Source: the OMol25 dataset; level of theory: the ωB97M-V functional and the def2-TZVPD basis.

Each line ends with the Mulliken charge.
Geometry (Å):
C (-1.137, 1.680, 0.716)  -0.746
O (-0.627, 0.650, -0.087)  -0.307
C (-0.111, -0.442, 0.658)  -0.505
C (0.574, -1.414, -0.275)  -0.946
H (-1.515, 2.469, 0.055)  0.230
H (-1.963, 1.318, 1.355)  0.257
H (-0.355, 2.103, 1.372)  0.302
H (-0.950, -0.936, 1.185)  0.293
H (0.614, -0.070, 1.408)  0.296
H (-0.185, -1.886, -0.925)  0.386
H (1.071, -2.187, 0.334)  0.210
O (1.654, -0.745, -1.139)  -0.539
H (1.191, -0.045, -1.692)  -0.473
H (1.740, -0.497, -2.964)  0.541

total charge	-1


Ranked by calculated energy, most stable first: 1, 2.


## 1
A structure of composition C5H8S. Source: the OMol25 dataset; level of theory: the ωB97M-V functional and the def2-TZVPD basis.

Each line ends with the Mulliken charge.
Geometry (Å):
C (-0.974, -0.689, 2.512)  -0.791
C (-0.799, -0.391, 1.212)  -0.335
C (0.463, -0.343, 0.475)  0.362
C (0.799, 1.059, -0.025)  -0.798
C (0.423, -0.992, -0.883)  -0.777
H (-0.127, -1.013, 3.147)  0.244
H (-1.920, -0.541, 2.963)  0.276
H (-1.647, -0.048, 0.644)  0.292
H (1.343, -0.737, 1.029)  0.313
H (1.867, 1.158, -0.157)  0.321
H (0.421, 1.861, 0.563)  0.393
H (-0.299, -1.787, -1.075)  0.365
H (1.404, -1.233, -1.309)  0.305
S (-0.032, 0.655, -1.597)  -0.171

total charge	0


## 2
The molecule C5H8S. Source: the OMol25 dataset; level of theory: the ωB97M-V functional and the def2-TZVPD basis.

Each line ends with the Mulliken charge.
Geometry (Å):
C (-0.482, -0.991, 1.078)  -0.976
C (0.194, 0.365, 1.134)  -0.438
C (0.736, 0.788, -0.239)  -0.003
C (-0.413, 0.709, -1.245)  -0.704
C (-1.365, 0.764, -2.009)  -0.138
H (-1.288, -1.116, 1.820)  0.304
H (0.348, -1.724, 1.314)  0.270
H (-0.837, -1.204, 0.041)  0.282
H (1.031, 0.311, 1.803)  0.376
H (-0.395, 1.198, 1.552)  0.329
H (1.040, 1.835, -0.214)  0.325
H (1.358, -1.093, -1.548)  0.159
H (-2.086, 0.472, -2.729)  0.419
S (2.160, -0.315, -0.757)  -0.206

total charge	0
SMILES string	C#C[C@H](S)CC


Ranked by calculated energy, most stable first: 1, 2.